{"formula": "C15H29F10N7O15S", "method": "ωB97M-V/def2-TZVPD", "largest_force_ev_per_a": 9.20, "total_energy_ev": -95151.4869, "multiplicity": 1, "relative_energy_kcal_mol": 233.3, "e_homo_ev": -9.79, "smiles": "O=S(=O)(F)N(CCCO)CCC(F)(F)C(F)(F)C(F)(F)C(F)(F)F.C[N+](=O)[O-].C[N+](=O)[O-].C[N+](=O)[O-].C[N+](=O)[O-].C[N+](=O)[O-].C[N+](=O)[O-]", "homo_lumo_gap_ev": 8.7, "elements": ["O", "S", "O", "F", "N", "C", "C", "C", "O", "C", "C", "C", "F", "F", "C", "F", "F", "C", "F", "F", "C", "F", "F", "F", "H", "H", "H", "H", "H", "H", "H", "H", "H", "H", "H", "C", "N", "O", "O", "H", "H", "H", "C", "N", "O", "O", "H", "H", "H", "C", "N", "O", "O", "H", "H", "H", "C", "N", "O", "O", "H", "H", "H", "C", "N", "O", "O", "H", "H", "H", "C", "N", "O", "O", "H", "H", "H"], "coordinates": [[-4.84, -0.24, -1.95], [-4.42, -1.13, -0.71], [-3.60, -2.31, -1.33], [-5.90, -1.61, 0.03], [-3.40, -0.12, 0.27], [-3.44, -0.44, 1.74], [-2.60, -1.75, 2.23], [-3.28, -3.20, 1.87], [-2.29, -4.02, 1.13], [-2.01, 0.07, -0.28], [-1.37, 1.59, 0.01], [-0.48, 1.68, 1.37], [-0.07, 0.33, 1.93], [0.83, 2.32, 0.97], [-1.16, 2.49, 2.63], [-2.56, 2.97, 2.36], [-1.31, 1.57, 3.82], [-0.32, 3.79, 3.16], [-0.12, 4.86, 2.11], [-1.22, 4.45, 4.19], [1.08, 3.46, 3.94], [2.13, 4.47, 3.55], [1.58, 2.08, 3.80], [0.85, 3.67, 5.41], [-4.59, -0.65, 2.01], [-3.13, 0.48, 2.39], [-1.49, -1.80, 1.88], [-2.56, -1.69, 3.42], [-4.33, -3.14, 1.35], [-3.46, -3.78, 2.90], [-1.76, -3.46, 0.49], [-2.13, 0.05, -1.47], [-1.25, -0.79, -0.04], [-2.21, 2.40, -0.11], [-0.63, 1.77, -0.91], [-4.60, 0.42, 6.24], [-4.59, -0.15, 4.87], [-5.12, 0.52, 3.97], [-4.06, -1.26, 4.72], [-5.09, 1.40, 6.21], [-5.14, -0.27, 6.88], [-3.56, 0.53, 6.56], [3.24, 0.89, -1.29], [1.98, 0.60, -2.02], [0.93, 1.07, -1.55], [2.06, -0.10, -3.04], [3.02, 1.51, -0.42], [3.67, -0.07, -0.99], [3.90, 1.42, -1.98], [6.54, 1.58, -5.16], [6.31, 1.11, -3.77], [5.81, 1.92, -2.97], [6.64, -0.05, -3.51], [6.21, 2.62, -5.24], [7.62, 1.51, -5.36], [5.97, 0.94, -5.82], [-5.70, -7.25, 1.08], [-5.27, -6.14, 1.98], [-5.95, -5.11, 1.97], [-4.26, -6.34, 2.67], [-6.59, -6.93, 0.54], [-4.88, -7.45, 0.39], [-5.91, -8.12, 1.71], [4.00, -2.78, -4.12], [4.01, -3.36, -5.50], [3.49, -2.68, -6.39], [4.54, -4.46, -5.64], [3.51, -1.81, -4.15], [3.46, -3.48, -3.48], [5.04, -2.68, -3.80], [6.35, 5.87, -3.48], [6.27, 4.88, -4.59], [5.15, 4.53, -4.96], [7.35, 4.48, -5.05], [5.33, 6.13, -3.17], [6.90, 5.40, -2.66], [6.87, 6.75, -3.86]]}